{"formula": "C35H72Cl59N4O3P", "method": "wB97M-V/def2-TZVPD", "mol_weight_g_mol": 2719.69, "species": ["N", "C", "N", "N", "C", "C", "C", "C", "N", "C", "O", "O", "P", "O", "Cl", "H", "H", "H", "H", "H", "H", "H", "H", "H", "H", "H", "H", "H", "H", "C", "Cl", "Cl", "H", "H", "C", "Cl", "Cl", "H", "H", "C", "Cl", "Cl", "H", "H", "C", "Cl", "Cl", "H", "H", "C", "Cl", "Cl", "H", "H", "C", "Cl", "Cl", "H", "H", "C", "Cl", "Cl", "H", "H", "C", "Cl", "Cl", "H", "H", "C", "Cl", "Cl", "H", "H", "C", "Cl", "Cl", "H", "H", "C", "Cl", "Cl", "H", "H", "C", "Cl", "Cl", "H", "H", "C", "Cl", "Cl", "H", "H", "C", "Cl", "Cl", "H", "H", "C", "Cl", "Cl", "H", "H", "C", "Cl", "Cl", "H", "H", "C", "Cl", "Cl", "H", "H", "C", "Cl", "Cl", "H", "H", "C", "Cl", "Cl", "H", "H", "C", "Cl", "Cl", "H", "H", "C", "Cl", "Cl", "H", "H", "C", "Cl", "Cl", "H", "H", "C", "Cl", "Cl", "H", "H", "C", "Cl", "Cl", "H", "H", "C", "Cl", "Cl", "H", "H", "C", "Cl", "Cl", "H", "H", "C", "Cl", "Cl", "H", "H", "C", "Cl", "Cl", "H", "H", "C", "Cl", "Cl", "H", "H"], "coordinates": [[3.3875, -1.5766, 1.3162], [2.5094, -0.7715, 1.6259], [1.9201, -0.9528, 2.8361], [2.1305, 0.3004, 0.8270], [1.9416, 1.5730, 1.5633], [0.5685, 2.2738, 1.3373], [-0.4521, 1.4300, 0.5980], [-1.2894, 0.5733, 1.5747], [-1.4363, -0.8267, 1.1796], [-2.0939, -1.0651, 0.0379], [-3.1218, -1.5744, 0.0276], [-1.5379, -0.7199, -1.1247], [-0.3733, -1.8274, -1.6223], [0.8119, -0.9322, -2.3016], [0.5474, -2.5003, 0.1316], [3.7782, -1.3327, 0.4169], [1.9641, -1.9139, 3.1147], [0.9729, -0.6177, 2.8576], [2.9145, 0.5040, 0.2192], [2.6928, 2.2658, 1.2119], [2.1102, 1.4952, 2.6255], [0.7338, 3.1864, 0.7793], [0.1229, 2.5603, 2.2790], [-1.1687, 2.1143, 0.1562], [-0.0433, 0.8738, -0.2215], [-2.2371, 1.0799, 1.7777], [-0.7563, 0.5623, 2.5178], [-1.7866, -1.4023, 1.9190], [1.4821, -0.7929, -1.6238], [-5.5948, 1.1073, -0.1232], [-6.4193, 2.1797, 1.0241], [-4.1325, 1.8621, -0.7817], [-5.3161, 0.1971, 0.3897], [-6.2681, 0.8840, -0.9468], [2.1986, -5.5288, 1.2274], [2.6785, -4.2001, 2.2717], [2.9114, -5.3241, -0.3778], [2.5365, -6.4679, 1.6494], [1.1192, -5.5295, 1.1325], [-8.8731, -0.3546, -2.2024], [-9.7018, 0.6998, -1.0527], [-7.4190, 0.4119, -2.8543], [-8.5872, -1.2675, -1.6945], [-9.5469, -0.5769, -3.0192], [5.5955, 0.2819, -2.1616], [5.1520, 0.8189, -0.5248], [5.0638, -1.3587, -2.5796], [5.1471, 0.9752, -2.8680], [6.6693, 0.3083, -2.2379], [-1.7728, -1.1859, -5.5349], [-2.5640, -0.4217, -4.1533], [-2.2628, -2.8762, -5.7123], [-2.0439, -0.6477, -6.4344], [-0.7004, -1.1475, -5.3858], [-13.0377, 1.1128, -2.7974], [-12.0843, 0.1160, -3.9079], [-14.4770, 1.7681, -3.5861], [-13.3482, 0.4984, -1.9555], [-12.4215, 1.9348, -2.4539], [6.9527, 1.9548, 2.8234], [7.9964, 1.3299, 1.5380], [5.3860, 2.5176, 2.2147], [6.7773, 1.1634, 3.5395], [7.4548, 2.7839, 3.3039], [-4.0322, -4.3037, -1.5510], [-2.6713, -5.0477, -2.4036], [-5.3256, -3.8445, -2.6683], [-4.4264, -5.0154, -0.8367], [-3.6829, -3.4142, -1.0419], [4.5026, 2.4272, -5.7011], [4.3957, 0.8054, -4.9988], [4.4264, 3.6723, -4.4515], [5.4406, 2.5218, -6.2348], [3.6721, 2.5639, -6.3826], [8.1266, 0.0754, -5.3035], [8.0323, -1.5550, -4.6236], [8.0274, 1.3246, -4.0599], [9.0722, 0.1818, -5.8200], [7.3053, 0.2054, -5.9981], [7.4784, 2.0054, 7.0762], [7.3223, 0.5055, 6.1601], [6.7529, 3.3721, 6.2190], [6.9767, 1.8859, 8.0283], [8.5325, 2.2095, 7.2307], [0.0328, -7.6010, -3.6441], [0.7682, -6.4587, -2.5195], [1.1015, -8.9790, -3.9535], [-0.8939, -7.9634, -3.2164], [-0.1638, -7.0969, -4.5820], [-3.2159, 3.8288, 2.3934], [-2.7482, 5.4516, 2.9134], [-2.4890, 2.5887, 3.4322], [-4.2933, 3.7379, 2.4332], [-2.8686, 3.6751, 1.3764], [-1.3865, 4.2496, -2.1107], [-2.7632, 4.9154, -1.2246], [-1.4400, 2.4813, -2.0936], [-1.4255, 4.5945, -3.1362], [-0.4681, 4.5787, -1.6406], [-15.4282, -1.1857, 0.2223], [-16.5303, -0.9570, -1.1414], [-14.0112, -0.1327, 0.0919], [-15.9504, -0.9509, 1.1427], [-15.0955, -2.2163, 0.2341], [-16.2659, -0.0102, 4.3078], [-15.8318, 1.3573, 3.2734], [-15.9634, -1.5530, 3.4900], [-15.6778, 0.0247, 5.2055], [-17.3207, 0.0565, 4.5494], [5.1232, -3.0150, 5.9013], [4.3711, -2.3338, 4.4572], [4.8151, -2.0386, 7.3455], [4.7231, -4.0072, 6.0680], [6.1929, -3.0683, 5.7399], [-13.4083, 1.4985, 7.1308], [-12.4669, 0.4242, 6.0907], [-14.8796, 2.0529, 6.3201], [-13.6856, 0.9609, 8.0286], [-12.8045, 2.3603, 7.3839], [-6.1844, 6.5502, 0.5768], [-5.1069, 7.6332, 1.4610], [-5.3624, 5.0565, 0.1151], [-7.0210, 6.2933, 1.2142], [-6.5359, 7.0566, -0.3131], [1.9630, 7.0664, -4.1262], [1.9821, 6.0838, -5.5943], [1.2132, 6.2053, -2.7763], [2.9830, 7.3118, -3.8579], [1.4005, 7.9708, -4.3193], [10.6240, -1.4796, 5.7545], [9.8674, -0.8091, 4.3056], [10.2720, -0.5136, 7.1999], [10.2506, -2.4840, 5.9076], [11.6963, -1.4999, 5.6079], [6.9723, 5.6740, -2.0359], [5.5688, 5.8186, -0.9711], [7.2688, 3.9955, -2.4968], [6.7901, 6.2524, -2.9331], [7.8446, 6.0535, -1.5192], [10.7897, 3.8508, 4.9227], [10.3086, 4.4808, 6.5062], [10.2028, 2.2013, 4.6745], [10.3759, 4.4846, 4.1535], [11.8708, 3.8491, 4.8631], [10.6227, -3.5728, -6.5114], [10.7148, -1.9121, -7.1138], [11.1939, -4.7337, -7.7142], [11.2395, -3.6550, -5.6258], [9.5908, -3.7977, -6.2703], [10.8104, 8.4759, 5.3009], [10.7466, 7.0064, 4.3201], [10.0089, 9.8303, 4.4999], [10.3139, 8.2837, 6.2439], [11.8475, 8.7346, 5.4710], [-18.9088, 4.1621, 3.0687], [-18.5833, 3.0809, 4.4279], [-19.0203, 5.8467, 3.5883], [-18.1023, 4.0702, 2.3518], [-19.8473, 3.8744, 2.6129], [5.6518, -5.8660, -6.1719], [4.4956, -5.5322, -7.4667], [6.7399, -4.4945, -5.9062], [5.1121, -6.0578, -5.2647], [6.2394, -6.7318, -6.4437], [1.1099, -11.3830, -0.9520], [0.2535, -10.6146, 0.3915], [0.5820, -13.0535, -1.1898], [0.9121, -10.8219, -1.8550], [2.1710, -11.3797, -0.7365], [7.1342, -9.4211, -4.7489], [6.7460, -9.5573, -6.4691], [6.1020, -8.2347, -3.9404], [6.9868, -10.3865, -4.2818], [8.1666, -9.1119, -4.6468]], "atomic_forces_ev_per_a": [[2.587, -1.886, -1.287], [-0.472, 0.947, 0.186], [-1.436, 0.813, 0.805], [0.005, 1.428, 0.711], [-0.989, 0.715, -0.295], [0.399, -0.611, -0.412], [-1.215, 0.568, 0.889], [1.163, -0.050, -0.358], [1.273, 1.456, 1.123], [2.184, 1.789, 0.387], [-6.181, -3.439, -0.269], [2.335, 0.584, -0.476], [-0.069, -0.973, -1.602], [-0.725, -0.236, 0.864], [0.070, -0.108, -0.710], [0.396, -0.170, -0.173], [0.094, -0.265, 0.184], [-0.304, 0.113, 0.206], [-0.174, -0.463, -0.302], [0.342, 0.143, -0.119], [0.175, -0.511, 0.305], [0.084, 0.311, -0.172], [0.050, 0.236, 0.366], [0.126, -0.022, 0.075], [0.337, -0.301, -0.131], [0.090, -0.668, -0.426], [0.004, -0.091, 0.416], [-0.470, -0.122, 0.234], [0.540, 0.523, 0.125], [-0.032, -0.061, -0.016], [-0.146, -0.395, 0.106], [-0.301, -0.290, 0.142], [0.145, -0.038, 0.116], [0.199, 0.223, 0.319], [-0.179, -0.018, 0.046], [-0.032, -0.587, 0.272], [0.118, -0.094, -0.052], [0.114, 0.019, -0.040], [-0.030, 0.051, -0.108], [-0.011, -0.119, 0.005], [-0.061, -0.013, 0.048], [-0.164, -0.110, -0.429], [0.082, 0.040, 0.081], [-0.037, 0.122, -0.049], [-0.156, 0.176, 0.160], [0.135, -0.180, -0.337], [-0.171, 0.181, 0.264], [0.136, -0.171, 0.376], [0.083, -0.098, 0.174], [0.031, 0.003, -0.015], [0.014, 0.049, -0.032], [0.042, 0.007, -0.047], [-0.106, -0.018, -0.013], [0.017, -0.063, 0.103], [-0.007, -0.008, 0.144], [0.031, -0.036, -0.047], [-0.005, 0.012, 0.055], [0.073, 0.129, -0.506], [0.050, 0.042, -0.118], [-0.004, -0.042, 0.050], [0.063, 0.026, 0.045], [0.069, 0.078, 0.158], [-0.062, -0.064, -0.042], [0.009, 0.070, -0.045], [-0.003, 0.016, 0.056], [0.049, -0.019, 0.086], [-0.053, 0.036, 0.035], [-0.039, -0.110, -0.083], [0.035, 0.102, -0.116], [-0.068, 0.053, -0.044], [-0.170, -0.016, -0.694], [-0.022, -0.028, -0.022], [0.091, -0.029, 0.102], [-0.088, -0.012, 0.055], [0.073, -0.158, -0.197], [0.028, 0.106, -0.003], [0.215, 0.129, -0.268], [0.079, -0.051, 0.073], [-0.120, -0.022, 0.097], [0.071, -0.037, 0.073], [-0.316, 0.072, 0.016], [-0.007, 0.037, 0.033], [-0.128, -0.009, -0.035], [0.039, 0.024, -0.146], [-0.133, 0.164, 0.065], [-0.083, -0.046, -0.090], [-0.014, -0.084, -0.089], [0.028, -0.081, 0.069], [0.106, 0.006, -0.056], [0.091, 0.060, -0.054], [0.033, -0.073, -0.033], [-0.351, 0.601, 0.662], [-0.006, -0.028, 0.115], [0.053, 0.003, 0.029], [-0.027, -0.063, 0.007], [0.477, 0.166, -0.232], [0.211, 0.279, -1.038], [-0.047, -0.017, -0.024], [-0.069, -0.112, 0.109], [-0.182, 0.028, -0.038], [0.000, -0.038, 0.006], [-0.060, -0.176, 0.525], [0.075, 0.125, -0.248], [0.076, -0.004, -0.085], [-0.260, -0.010, -0.340], [0.044, -0.188, -0.116], [-0.067, -0.146, 0.350], [0.250, -0.051, 0.066], [-0.046, -0.012, -0.129], [-0.030, -0.050, -0.110], [0.209, 0.055, 0.089], [-0.001, -0.042, 0.056], [-0.089, -0.001, 0.024], [0.036, 0.109, 0.016], [0.016, -0.013, 0.072], [0.016, -0.020, 0.030], [0.159, 0.354, 0.389], [-0.053, -0.077, -0.026], [0.019, 0.057, -0.101], [-0.040, 0.008, 0.061], [-0.106, 0.168, -0.016], [-0.440, 0.367, -0.005], [0.014, -0.011, 0.087], [0.098, -0.015, -0.086], [0.068, 0.018, -0.018], [-0.048, 0.101, -0.073], [0.126, 0.152, -0.017], [0.049, -0.106, 0.037], [-0.112, -0.034, -0.012], [0.001, 0.054, 0.051], [0.011, -0.423, -0.175], [0.303, -0.192, 0.067], [-0.110, 0.016, 0.040], [0.033, 0.108, -0.009], [0.006, 0.017, 0.008], [-0.023, 0.060, -0.021], [0.138, 0.096, 0.103], [-0.082, -0.048, -0.051], [0.007, -0.058, 0.098], [-0.020, -0.169, 0.042], [0.050, -0.067, 0.078], [0.137, 0.321, 0.014], [-0.171, 0.017, -0.019], [0.034, -0.039, 0.084], [-0.088, -0.061, 0.082], [0.028, 0.057, -0.010], [-0.013, -0.033, 0.040], [0.104, 0.043, -0.029], [-0.050, 0.028, -0.101], [-0.012, 0.040, 0.076], [0.094, 0.265, -0.141], [0.017, 0.026, 0.048], [-0.103, -0.051, -0.030], [0.049, 0.005, -0.103], [0.030, -0.003, -0.078], [-0.138, -0.010, 0.091], [-0.008, 0.011, -0.056], [0.093, 0.016, 0.057], [-0.077, 0.005, 0.078], [0.087, 0.091, -0.338], [-0.015, -0.044, 0.001], [0.020, 0.007, 0.059], [-0.214, 0.087, 0.234], [0.049, 0.015, -0.105], [0.026, 0.013, -0.003], [0.039, 0.065, -0.014], [0.045, -0.015, -0.046], [-0.107, 0.018, -0.036], [0.000, -0.055, 0.099], [0.028, -0.034, 0.011], [0.051, -0.034, -0.002], [0.070, -0.165, 0.217], [-0.112, -0.019, -0.016], [0.007, 0.102, -0.054]]}

=====

{"formula": "C3H7NOS", "method": "wB97M-V/def2-TZVPD", "relative_energy_kcal_mol": 116.6, "mol_weight_g_mol": 105.16, "species": ["C", "C", "C", "H", "H", "H", "H", "H", "H", "H", "N", "O", "S"], "coordinates": [[-2.0075, -1.1662, 0.0204], [-0.7120, -0.3562, -0.0498], [-0.7488, 1.1078, 0.5559], [-2.3921, -1.4716, 1.1055], [-1.8444, -2.1567, -0.4114], [-3.1823, -0.5991, -0.3549], [0.1362, 1.1905, 1.2739], [-1.7823, 1.6968, 0.8361], [0.1818, 1.0629, -1.2084], [2.6366, -0.9527, -0.4753], [0.2896, -1.0543, -0.4258], [-0.3773, 1.8854, -0.5044], [1.7530, -0.2491, 0.1932]], "atomic_forces_ev_per_a": [[-4.213, 0.643, 0.823], [-3.563, -0.856, 2.289], [-0.157, 0.041, 0.622], [1.467, 1.138, -1.762], [-0.296, 0.364, -0.530], [4.030, -1.598, 0.611], [-1.799, -0.226, 0.292], [2.258, -2.562, 0.306], [-2.147, 4.465, 2.796], [0.321, -0.547, -0.474], [1.139, 1.616, 1.073], [3.222, -2.396, -5.742], [-0.261, -0.083, -0.305]]}

=====

no.,maximum force (eV Å⁻¹),HOMO-LUMO gap (eV),HOMO (eV)
1,7.1,8.593,-8.4
2,7.0,9.866,-9.2